Computed, not measured: C2H2BrI as an isolated structure in a non-equilibrium geometry, with the ωB97M-V functional and the def2-TZVPD basis.

The geometry in XYZ format:
```
6
Properties=species:S:1:pos:R:3
C -1.2375 0.3060 0.3734
C 1.1449 -0.0871 -0.5688
Br 1.5900 -1.7970 -0.0820
I 2.1994 1.4573 0.1658
H -2.0860 0.8294 -0.1742
H -1.6108 -0.7086 0.2857
```

Frontier orbital gap (spin up / spin down)   7.135 / 7.116 eV
HOMO energy (spin up / spin down)   -0.316 / -0.320 Ha

---

Computed, not measured: a 7-piece molecular cluster, C23H40O21 overall in a non-equilibrium geometry, with the ωB97M-V functional and the def2-TZVPD basis.

The geometry in XYZ format:
```
84
Properties=species:S:1:pos:R:3
C 2.3831 5.9746 15.5391
C 3.8469 5.9868 16.0357
O 4.4118 7.1201 15.3478
C 3.6362 7.3964 14.2987
O 3.8938 8.1741 13.4424
O 2.4296 6.7597 14.4363
H 1.5345 6.1997 16.1851
H 2.2148 4.9165 15.3391
H 4.2744 5.0216 15.7638
H 3.9802 6.2198 17.0921
C 0.9104 -1.0869 17.6157
C 1.4485 -2.0322 18.7250
O 2.6514 -1.4301 19.1543
C 2.6082 -0.0864 18.8570
O 3.4070 0.7374 19.2493
O 1.5372 0.1943 17.9810
H -0.1558 -0.9013 17.7454
H 1.0866 -1.4621 16.6076
H 1.6626 -3.0479 18.3924
H 0.6736 -2.1891 19.4754
C -2.6305 1.2757 11.9611
C -3.4518 1.3623 13.2468
C -4.9832 1.6778 13.1243
O -5.6392 0.7580 14.0480
C -4.6834 -0.1431 14.4882
O -5.0434 -1.1672 15.0508
O -3.4954 0.1047 13.9178
H -2.9669 0.4900 11.2846
H -1.5642 1.3644 12.1689
H -2.7851 2.1385 11.3132
H -2.8807 1.9501 13.9655
H -5.3903 1.7768 12.1180
H -5.1514 2.6762 13.5280
C 3.2459 -2.2788 9.5450
O 3.5734 -2.1096 10.8986
C 4.6833 -1.3987 11.2408
O 5.5063 -0.8991 10.5129
O 4.6498 -1.5274 12.5833
C 5.7411 -0.9864 13.3249
H 3.2660 -3.3027 9.1718
H 3.7927 -1.7348 8.7748
H 2.2215 -1.9206 9.4428
H 6.6976 -1.3726 12.9726
H 5.6456 -1.3112 14.3610
H 6.0450 0.0597 13.2866
C 10.3932 -3.5189 20.8108
O 9.0687 -3.9368 20.3876
C 8.2366 -4.2846 21.3275
O 8.3489 -4.1419 22.5677
O 7.0954 -4.7292 20.7806
C 6.0888 -5.3431 21.6411
H 10.4608 -2.8487 21.6677
H 11.0240 -2.8826 20.1902
H 10.9771 -4.4301 20.9410
H 6.3798 -6.3611 21.9000
H 5.2354 -5.5344 20.9905
H 5.8563 -4.9275 22.6216
C -3.6583 0.6246 21.1628
O -2.6623 0.1546 22.0131
C -2.1003 0.7860 22.9833
O -2.4549 1.8224 23.5435
O -1.0875 0.0180 23.2478
C -0.2380 0.3263 24.3305
H -4.5225 0.9534 21.7401
H -3.9449 -0.1875 20.4945
H -3.3209 1.4807 20.5787
H 0.7995 0.3859 24.0019
H -0.2652 -0.4608 25.0841
H -0.5082 1.3148 24.7018
C 12.5658 1.5036 29.1224
C 11.5966 2.1609 28.1716
O 10.4601 1.3922 27.8228
C 9.7431 1.8015 26.6560
O 9.9300 2.8093 26.0123
O 8.8551 0.8353 26.3167
C 7.9598 0.8914 25.2490
H 12.8247 0.4947 28.8011
H 11.9986 1.4405 30.0511
H 13.4752 2.0667 29.3323
H 12.1724 2.3703 27.2701
H 11.3239 3.1405 28.5640
H 8.5330 1.2344 24.3877
H 7.1187 1.4993 25.5824
H 7.5081 -0.0548 24.9512
```

Structure (SMILES)   C[C@H]1COC(=O)O1.CCOC(=O)OC.COC(=O)OC.COC(=O)OC.COC(=O)OC.O=C1OCCO1.O=C1OCCO1
Frontier orbital gap   10.528 eV
HOMO energy   -0.392 Ha

---

Computed, not measured: a 3-piece molecular cluster, C2H9O3 overall in a non-equilibrium geometry, with the ωB97M-V functional and the def2-TZVPD basis.

The geometry in XYZ format:
```
14
Properties=species:S:1:pos:R:3
C 0.7575 -1.1316 -0.2609
O -0.1462 -0.6621 0.6903
C 1.9557 -0.2376 -0.4559
H 0.2714 -1.3096 -1.2278
H 0.9077 -2.1396 0.1823
H 2.4307 0.0232 0.4860
H 1.6436 0.7009 -0.9022
H 2.7438 -0.7380 -1.0049
H -1.9014 0.7209 -0.7872
H -1.2698 -0.4307 -0.2156
O -2.0523 -0.2323 -0.8376
H 0.2928 1.9423 1.6936
H -0.7113 1.1155 0.8771
O -0.2635 1.9699 0.9094
```

2S+1   2
Frontier orbital gap (spin up / spin down)   11.532 / 7.997 eV
HOMO energy (spin up / spin down)   -0.397 / -0.394 Ha

---

Calculated values (kcal per mole) of energy above the lowest of the compared OMol25 structures with the same formula, charge and spin for the records, taken in order: 150.7 80.0 8.2.
Calculated values (eV) of total energy for the records, taken in order: -80241.64541 -67493.31379 -8359.58514.